{
  "formula": "C6H6",
  "method": "wB97M-V/def2-TZVPD",
  "lumo_ha": 0.03639,
  "e_above_lowest_kcal_mol": 146.0,
  "total_charge": 0,
  "e_homo_ev": -9.4,
  "orbital_gap_ev": 10.386,
  "e_tot_ha": -231.99363,
  "symbols": ["C", "C", "C", "C", "C", "C", "H", "H", "H", "H", "H", "H"],
  "positions_angstrom": [[-0.353, 1.170, 1.482], [0.385, -0.798, 0.109], [-0.615, 0.213, 0.421], [-1.678, 0.903, 0.265], [0.759, -1.023, -1.292], [1.164, -1.141, -2.422], [0.438, 1.926, 1.322], [-0.458, 0.892, 2.541], [1.065, -0.225, 0.814], [0.143, -1.720, 0.643], [-2.477, 1.082, -0.473], [1.535, -1.238, -3.422]],
  "forces_ev_per_angstrom": [[-1.90, 0.96, -0.41], [0.80, -0.03, 0.57], [-0.26, -0.30, 0.09], [0.79, 0.66, 0.68], [0.62, 0.17, -0.19], [-0.25, 0.04, 0.56], [-0.68, -0.18, -0.21], [-0.64, 0.19, -0.52], [1.24, -1.75, -1.63], [0.03, -0.12, -0.17], [0.43, 0.37, 0.96], [-0.17, -0.01, 0.27]]
}